ORCA calculation (ωB97M-V/def2-TZVPD) on a cluster of 2 separate species, C2H2INO2 in total.

Each atom is followed by the atoms it is bonded to, with distances in Å.
Cartesian coordinates (Å):
1 C -0.60700 -0.82567 0.43308  C2 1.245, H7 1.083
2 C -0.22637 0.24263 0.94662  C1 1.245, I6 2.310, H8 1.107
3 N 0.83950 0.03634 -1.66943  O4 1.165, O5 1.187
4 O 1.09220 1.16912 -1.56413  N3 1.165
5 O 0.93355 -0.84664 -2.45695  N3 1.187
6 I -1.18596 0.76739 2.98146  C2 2.310
7 H -1.30400 -1.65442 0.43469  C1 1.083
8 H 0.45808 1.11126 0.89466  C2 1.107

Computed properties:
Frontier orbital gap (spin up / spin down) = 7.60 / 7.64 eV
LUMO energy (spin up / spin down) = -0.066 / -0.046 Ha


ORCA calculation (ωB97M-V/def2-TZVPD) on a cluster of 2 separate species, C2H3NO3 in total.

Each atom is followed by the atoms it is bonded to, with distances in Å.
Cartesian coordinates (Å):
1 C -1.74079 0.00216 0.10571  O6 1.207, H7 1.168
2 C 0.27370 -1.03528 -0.49562  N3 1.249, H9 1.096
3 N 1.13760 -0.18773 -0.18859  C2 1.249, O4 1.474, O5 1.176
4 O 0.60561 1.17855 -0.03240  N3 1.474, H8 0.999
5 O 2.28891 -0.32930 0.00529  N3 1.176
6 O -2.89665 0.07644 -0.23483  C1 1.207
7 H -1.38939 0.58094 1.05737  C1 1.168
8 H 1.20316 1.80101 0.47078  O4 0.999
9 H 0.51784 -2.08679 -0.68771  C2 1.096

Computed properties:
2S+1 = 3
Frontier orbital gap (spin up / spin down) = 8.13 / 7.03 eV
LUMO energy (spin up / spin down) = 0.022 / -0.090 Ha
Expectation value of S² = 2.023


ORCA calculation (ωB97M-V/def2-TZVPD) on a cluster of 2 separate species, C3H12N2S in total.

Each atom is followed by the atoms it is bonded to, with distances in Å.
Cartesian coordinates (Å):
1 C -2.68181 0.05172 0.19048  C2 1.560, H4 1.124, H5 1.091, H6 1.109
2 C -1.82371 1.35349 0.25220  C1 1.560, S3 1.812, H7 1.146, H8 1.142
3 S -0.73928 1.63404 -1.17173  C2 1.812, H9 1.300
4 H -3.43650 0.23001 -0.62250  C1 1.124
5 H -2.17199 -0.89345 -0.00247  C1 1.091
6 H -3.19488 -0.27977 1.11566  C1 1.109
7 H -1.19405 1.45298 1.20495  C2 1.146
8 H -2.38305 2.34912 0.24843  C2 1.142
9 H 0.42178 1.51814 -0.59817  S3 1.300
10 N 0.85614 -1.29027 0.29357  C11 1.455, H13 0.989, H14 1.001
11 C 2.20193 -0.76114 0.45892  N10 1.455, N12 1.409, H15 1.125, H16 1.114
12 N 2.81166 -0.33727 -0.73792  C11 1.409, H17 1.051, H18 1.031
13 H 0.83759 -2.27458 0.19864  N10 0.989
14 H 0.16119 -0.72961 -0.15907  N10 1.001
15 H 2.81082 -1.65758 0.76171  C11 1.125
16 H 2.33061 0.12520 1.12100  C11 1.114
17 H 2.40451 0.56866 -1.08050  N12 1.051
18 H 2.78903 -1.05971 -1.47319  N12 1.031

Computed properties:
Frontier orbital gap = 9.46 eV
LUMO energy = 0.032 Ha
SMILES string = CCS.NCN


ORCA calculation (ωB97M-V/def2-TZVPD) on a cluster of 2 separate species, Cl2HISi in total.

Each atom is followed by the atoms it is bonded to, with distances in Å.
Cartesian coordinates (Å):
1 Si 0.51358 -0.05803 0.64188  Cl2 2.072, I4 2.452
2 Cl 2.45349 0.64422 0.45069  Si1 2.072
3 Cl -1.48806 -0.62723 -2.52738  H5 1.140
4 I 0.40212 0.04989 3.08902  Si1 2.452
5 H -1.88113 -0.00886 -1.65421  Cl3 1.140

Computed properties:
Frontier orbital gap = 8.20 eV
LUMO energy = -0.045 Ha


Across the entries above, energy takes the values -580.09711, -358.13801, -629.14793, -1508.20517 hartree, respectively.
Across the entries above, energy relative to the best compared isomer or geometry (same formula, charge and spin) takes the values 158.3, 160.3, 19.8, 44.4 kcal per mole, respectively.